(1)
Formula: C3H10N2O2
Source: the OMol25 dataset
Level of theory: ωB97M-V/def2-TZVPD

For the lowest unoccupied orbital energy, the calculation gives 0.027 hartree. The max |F| is 1.27 eV Å⁻¹. Its structure (SMILES) is CC(=O)NCN.O. The HOMO energy is -9.51 eV. As for the electronic energy: -380.31442 hartree. The value obtained for the HOMO-LUMO gap is 0.3768 Eh.

```
17
Properties=species:S:1:pos:R:3:forces:R:3
C -0.972936 1.830603 -0.281242 -0.417 0.405 -0.445
C -0.348720 0.469029 -0.088176 -0.088 0.557 0.002
O 0.626647 0.122287 -0.731403 0.231 -0.160 -0.319
N -0.935021 -0.334453 0.820431 -0.370 -0.542 0.632
C -0.511516 -1.737608 1.027210 -0.302 1.103 0.561
N 0.196416 -1.990607 2.239533 0.160 -0.574 -0.085
H -1.266626 2.319314 0.649488 0.232 -0.060 0.061
H -0.280420 2.450976 -0.851383 0.028 -0.010 0.277
H -1.893742 1.789208 -0.886215 0.281 -0.343 0.171
H -1.653130 0.007232 1.452386 0.244 0.127 -0.520
H -1.442431 -2.300618 1.026032 0.209 -0.410 -0.228
H 0.150487 -1.936726 0.203325 -0.089 -0.429 -0.420
H -0.307152 -1.852201 3.096899 -0.028 0.176 0.074
H 1.131421 -1.622932 2.257360 0.019 0.191 0.121
O 2.760305 1.220761 -3.321388 0.025 0.044 0.040
H 2.472033 0.674119 -4.057042 -0.032 -0.030 0.037
H 2.274386 0.891619 -2.555816 -0.103 -0.044 0.041
```
Positions in Å, forces in eV/Å.

Results of the natural (NBO) charge analysis, in e, for atoms 1 through 5: -0.7137, 0.6771, -0.6564, -0.6308, -0.0617

***

(2)
Formula: C3H10N2O2
Source: the OMol25 dataset
Level of theory: ωB97M-V/def2-TZVPD

For the lowest unoccupied orbital energy, the calculation gives 0.035 hartree. The max |F| is 5.48 eV Å⁻¹. Its structure (SMILES) is CN[C@@H](O)CNO. The HOMO energy is -8.17 eV. As for the electronic energy: -380.17317 hartree. The value obtained for the HOMO-LUMO gap is 0.3351 Eh.

```
17
Properties=species:S:1:pos:R:3:forces:R:3
C -2.353590 -0.520529 -0.004220 0.409 -0.078 -0.020
N -1.538463 0.658384 0.145093 0.999 2.963 -0.115
C -0.053672 0.926472 -0.269494 -3.823 -2.543 1.561
O 0.467400 1.824250 0.658402 0.052 0.286 -0.362
C 0.474399 -0.456413 -0.065722 5.042 1.020 -1.875
N 2.082402 -0.176212 -0.418379 -1.964 -1.585 1.039
O 2.794331 -1.173528 0.371508 0.343 0.762 -0.128
H -3.409465 -0.232091 -0.055430 0.144 0.011 -0.053
H -2.120743 -1.048485 -0.934349 -0.042 0.015 0.194
H -2.243075 -1.194948 0.851853 -0.025 -0.384 -0.166
H -1.715351 1.170136 1.007804 0.091 -0.206 -0.420
H -0.011129 1.287227 -1.296509 0.086 0.056 -0.045
H 1.349619 2.065048 0.328408 -0.281 -0.187 0.242
H 0.479234 -0.796174 0.969807 -0.187 0.139 -0.268
H 0.163734 -1.187073 -0.811485 -0.390 -0.008 0.390
H 2.228640 -0.518632 -1.373134 -0.131 0.061 0.291
H 3.405729 -0.627431 0.895847 -0.322 -0.323 -0.267
```
Positions in Å, forces in eV/Å.

Results of the natural (NBO) charge analysis, in e, for atoms 1 through 5: -0.4080, -0.6901, 0.2496, -0.7116, -0.2580

***

(3)
Formula: C3H10N2O2
Source: the OMol25 dataset
Level of theory: ωB97M-V/def2-TZVPD

For the lowest unoccupied orbital energy, the calculation gives 0.032 hartree. The max |F| is 0.92 eV Å⁻¹. Its structure (SMILES) is NCCNC=O.O. The HOMO energy is -9.74 eV. As for the electronic energy: -380.30401 hartree. The value obtained for the HOMO-LUMO gap is 0.3901 Eh.

```
17
Properties=species:S:1:pos:R:3:forces:R:3
N 2.827355 -0.943435 0.493503 0.051 0.075 -0.063
C 1.638623 -0.127915 0.265078 0.221 0.564 -0.333
C 0.361333 -0.957880 0.299275 0.423 0.803 -0.171
N -0.779186 -0.099694 0.018055 -0.395 -0.563 -0.145
C -1.991501 -0.353646 0.560872 0.083 0.412 0.257
O -3.043900 0.070197 0.122946 -0.126 0.145 -0.072
H 3.209991 -0.790238 1.416262 -0.055 -0.071 0.041
H 3.553384 -0.693646 -0.164297 0.014 -0.095 0.047
H 1.580651 0.752639 0.913886 -0.210 -0.279 0.380
H 1.707148 0.346211 -0.716926 0.012 -0.234 -0.217
H 0.247212 -1.392251 1.289122 -0.131 -0.267 -0.046
H 0.451874 -1.716481 -0.478266 -0.017 -0.343 0.268
H -0.842291 0.300290 -0.913940 0.210 0.131 0.146
H -1.949812 -0.909113 1.510296 0.051 -0.189 -0.066
O -1.983745 2.050850 -1.736191 -0.520 0.199 0.399
H -2.508514 1.588742 -1.054344 0.088 -0.261 -0.195
H -2.478620 2.875362 -1.825337 0.301 -0.029 -0.229
```
Positions in Å, forces in eV/Å.

Results of the natural (NBO) charge analysis, in e, for atoms 1 through 5: -0.8417, -0.2264, -0.2203, -0.6145, 0.5427

***

(4)
Formula: C3H10N2O2
Source: the OMol25 dataset
Level of theory: ωB97M-V/def2-TZVPD

For the lowest unoccupied orbital energy, the calculation gives 0.033 hartree. The max |F| is 2.13 eV Å⁻¹. Its structure (SMILES) is NCCNC=O.O. The HOMO energy is -8.99 eV. As for the electronic energy: -380.27518 hartree. The value obtained for the HOMO-LUMO gap is 0.3635 Eh.

```
17
Properties=species:S:1:pos:R:3:forces:R:3
N -2.191442 -0.730249 -2.074226 -1.854 1.019 -0.213
C -1.347377 -0.405303 -0.960004 0.747 -0.897 -0.576
C 0.157497 -0.385895 -1.310515 -0.755 0.989 0.888
N 0.824292 0.502467 -0.345196 -0.139 -0.430 0.519
C 1.907283 0.179359 0.406162 0.540 1.247 -0.646
O 2.158627 0.718921 1.467148 -0.309 -0.283 0.462
H -3.088211 -0.284814 -2.015596 -0.067 0.084 0.110
H -2.201834 -1.269585 -2.910765 1.331 -0.710 0.145
H -1.662500 0.594057 -0.661193 0.151 -0.060 0.337
H -1.464281 -1.116370 -0.137479 -0.154 0.269 0.288
H 0.224585 0.052531 -2.301491 0.429 -0.477 -0.311
H 0.550405 -1.386073 -1.152222 0.243 -0.041 -0.730
H 0.222709 1.136406 0.169423 -0.119 -0.039 -0.166
H 2.687749 -0.391297 -0.103517 -0.203 -0.759 -0.111
O -0.760611 0.277936 2.549844 -0.038 -0.060 -0.110
H 0.189576 0.338154 2.386810 0.195 0.122 0.106
H -0.861904 -0.443605 3.177046 0.001 0.028 0.008
```
Positions in Å, forces in eV/Å.

Results of the natural (NBO) charge analysis, in e, for atoms 1 through 5: -0.9060, -0.1936, -0.2268, -0.6099, 0.5252

***

(5)
Formula: C3H10N2O2
Source: the OMol25 dataset
Level of theory: ωB97M-V/def2-TZVPD

For the lowest unoccupied orbital energy, the calculation gives 0.034 hartree. The max |F| is 4.28 eV Å⁻¹. The HOMO energy is -8.00 eV. As for the electronic energy: -380.13126 hartree. The value obtained for the HOMO-LUMO gap is 0.3283 Eh.

```
17
Properties=species:S:1:pos:R:3:forces:R:3
C 0.046245 0.896136 0.375621 0.837 1.795 -2.962
C 0.180024 1.705600 -1.384253 -0.472 0.462 2.140
C 0.320963 -2.348622 1.110822 -0.419 -0.324 -0.359
N 0.714467 -0.129834 -0.252115 0.733 -3.018 2.952
N -1.274228 0.711975 0.667555 -0.594 0.098 0.067
O 1.040129 -1.162887 1.178085 -0.058 1.033 -1.512
O -0.787821 1.151189 -2.191135 -0.127 -0.290 -0.100
H -0.535167 0.237021 -2.377128 0.003 0.096 0.009
H 1.711178 0.058370 -0.291438 -0.062 0.290 -0.159
H 0.571263 1.526249 1.095894 -0.008 -0.174 -0.094
H -1.802913 0.113967 0.050329 -0.045 0.072 0.382
H -1.596215 0.914589 1.599480 -0.069 -0.216 -0.320
H 1.183842 1.713584 -1.812837 0.023 -0.194 0.160
H -0.125103 2.707547 -1.091284 -0.027 0.092 -0.263
H 0.536455 -2.945975 2.008456 0.065 0.185 -0.077
H 0.589986 -2.962266 0.235756 -0.015 0.090 0.114
H -0.773105 -2.186642 1.078194 0.235 0.001 0.021
```
Positions in Å, forces in eV/Å.

Results of the natural (NBO) charge analysis, in e, for atoms 1 through 5: 0.1529, -0.0694, -0.2460, -0.3772, -0.8517

***

(6)
Formula: C3H10N2O2
Source: the OMol25 dataset
Level of theory: ωB97M-V/def2-TZVPD

For the lowest unoccupied orbital energy, the calculation gives 0.032 hartree. The max |F| is 4.35 eV Å⁻¹. Its structure (SMILES) is [H]/N=C(\C)ON.CO. The HOMO energy is -8.81 eV. As for the electronic energy: -380.15319 hartree. The value obtained for the HOMO-LUMO gap is 0.3563 Eh.

```
17
Properties=species:S:1:pos:R:3:forces:R:3
H 1.520185 -1.111778 1.869239 -0.333 -0.220 -0.097
N 1.242266 -0.259729 1.399106 -0.444 0.165 -0.537
C 0.893476 -0.387091 0.198945 2.457 2.434 -0.737
C 0.982793 -1.547553 -0.739796 -0.944 0.022 0.169
O 0.772018 0.888023 -0.592459 1.684 -1.839 1.058
N 1.064649 2.078231 0.137911 -0.409 -0.221 0.321
H 0.623225 -1.267093 -1.726069 0.137 0.048 -0.052
H 2.014134 -1.897301 -0.784541 -0.054 0.094 -0.026
H 0.337698 -2.350734 -0.383695 0.099 -0.095 0.041
H 1.011424 1.792053 1.123024 0.126 0.182 -0.217
H 2.041942 2.297542 -0.048843 -0.023 -0.272 -0.005
C -1.761325 0.275128 0.131553 1.193 2.090 -2.311
O -2.791010 -0.359727 -0.595848 -0.708 -0.466 -0.352
H -1.941849 1.328323 0.386514 -0.788 -0.110 0.330
H -1.642558 -0.262800 1.072792 0.721 -0.060 -0.286
H -0.821656 0.585564 -0.641010 -3.043 -1.921 2.451
H -3.545411 0.198942 -0.806823 0.329 0.169 0.250
```
Positions in Å, forces in eV/Å.

Results of the natural (NBO) charge analysis, in e, for atoms 1 through 5: 0.3707, -0.7226, 0.6073, -0.7146, -0.4373

***

Repeat the second record exactly.
Formula: C3H10N2O2
Source: the OMol25 dataset
Level of theory: ωB97M-V/def2-TZVPD

For the lowest unoccupied orbital energy, the calculation gives 0.035 hartree. The max |F| is 5.48 eV Å⁻¹. Its structure (SMILES) is CN[C@@H](O)CNO. The HOMO energy is -8.17 eV. As for the electronic energy: -380.17317 hartree. The value obtained for the HOMO-LUMO gap is 0.3351 Eh.

```
17
Properties=species:S:1:pos:R:3:forces:R:3
C -2.353590 -0.520529 -0.004220 0.409 -0.078 -0.020
N -1.538463 0.658384 0.145093 0.999 2.963 -0.115
C -0.053672 0.926472 -0.269494 -3.823 -2.543 1.561
O 0.467400 1.824250 0.658402 0.052 0.286 -0.362
C 0.474399 -0.456413 -0.065722 5.042 1.020 -1.875
N 2.082402 -0.176212 -0.418379 -1.964 -1.585 1.039
O 2.794331 -1.173528 0.371508 0.343 0.762 -0.128
H -3.409465 -0.232091 -0.055430 0.144 0.011 -0.053
H -2.120743 -1.048485 -0.934349 -0.042 0.015 0.194
H -2.243075 -1.194948 0.851853 -0.025 -0.384 -0.166
H -1.715351 1.170136 1.007804 0.091 -0.206 -0.420
H -0.011129 1.287227 -1.296509 0.086 0.056 -0.045
H 1.349619 2.065048 0.328408 -0.281 -0.187 0.242
H 0.479234 -0.796174 0.969807 -0.187 0.139 -0.268
H 0.163734 -1.187073 -0.811485 -0.390 -0.008 0.390
H 2.228640 -0.518632 -1.373134 -0.131 0.061 0.291
H 3.405729 -0.627431 0.895847 -0.322 -0.323 -0.267
```
Positions in Å, forces in eV/Å.

Results of the natural (NBO) charge analysis, in e, for atoms 1 through 5: -0.4080, -0.6901, 0.2496, -0.7116, -0.2580

***

Look up the electronic energy of the first one.
-380.31442 hartree

***

Among the records above, which one has the lowest electronic energy?
number 1

***

The highest electronic energy belongs to which entry?
number 5